Record 1
ORCA calculation (wB97M-V/def2-TZVPD) on 40 unconnected molecules or ions with the total composition H80O40.

Summary:
- gap between HOMO and LUMO (spin up / spin down) (eV) = 2.348 / 9.772
- HOMO (spin up / spin down) (eV) = -0.78 / -8.33
- <S²> = 0.752

```
! RIJCOSX wB97M-V def2-TZVPD def2/J DEFGRID3
* xyz -1 2
O -2.600 -1.130 1.560
O 0.527 -4.845 -3.234
O -3.847 4.385 -1.910
O -3.073 -1.467 -2.881
O 2.359 4.326 2.334
O -2.010 -2.886 -5.426
O 4.917 -1.362 2.388
O 2.326 -0.411 2.166
O 4.323 1.205 -3.204
O -0.276 0.297 -3.925
O -6.146 0.223 -2.157
O -6.087 -1.346 1.206
O 6.040 0.060 -1.631
O 2.220 2.876 4.584
O 1.969 3.194 -2.665
O 5.045 2.174 -0.492
O -3.585 -3.491 1.051
O 5.887 1.492 2.332
O 6.215 -2.499 -1.713
O -1.100 4.626 -0.427
O -3.976 2.574 2.350
O -0.529 2.343 5.286
O 2.595 -2.726 1.322
O -0.789 -4.849 1.957
O -0.893 -3.363 4.964
O -5.154 -3.229 3.102
O -3.298 1.069 -5.325
O 1.538 2.096 1.117
O -0.682 0.546 3.183
O -4.941 1.413 -0.019
O -0.153 5.251 3.842
O -0.254 2.041 -6.032
O -1.071 4.276 -3.348
O -0.270 -2.607 -1.402
O 1.298 -2.372 3.764
O -0.070 0.379 -0.971
O -1.991 -4.195 -2.447
O -2.582 -0.621 6.344
O 1.932 -0.676 -3.203
O 4.678 -1.609 -3.959
H -2.949 -2.382 -3.255
H 2.669 -0.163 -3.175
H 1.418 -0.303 -4.003
H -0.821 1.293 -6.405
H -1.071 4.403 -1.329
H -6.587 -1.133 0.298
H 0.069 4.302 3.601
H -0.258 -3.725 5.524
H -2.342 -1.366 -2.174
H -2.768 -3.329 -5.020
H 0.399 1.833 -6.582
H 3.172 4.894 2.104
H -0.219 -5.358 -3.796
H -1.121 0.551 -3.731
H 3.694 -1.725 -3.960
H -0.448 -0.356 -1.572
H 0.704 -2.728 -1.757
H 4.466 -0.998 1.635
H 4.706 1.953 -2.728
H -0.910 2.519 6.147
H -0.130 -2.860 -0.452
H -4.855 2.194 -0.605
H -0.324 -0.137 3.581
H 2.229 -2.561 0.323
H -3.375 -1.659 2.059
H 2.033 3.330 -3.676
H -4.621 -2.788 3.839
H -5.599 -2.425 2.808
H 2.972 -1.930 1.561
H 1.615 0.176 2.220
H -0.313 3.704 -3.113
H -4.236 1.408 0.526
H -5.563 0.432 -1.310
H 6.014 2.061 -0.123
H -0.932 -3.882 1.620
H 2.786 -0.498 2.975
H -3.247 3.969 -2.563
H 5.591 -2.631 -2.480
H 2.397 3.916 3.163
H -3.456 -0.604 5.952
H -2.819 1.224 -4.532
H 2.050 2.268 -2.501
H -5.673 -0.458 1.254
H 5.621 0.579 2.721
H -1.986 -0.569 5.660
H -0.613 0.286 -0.301
H 2.061 1.325 0.640
H 1.307 2.968 4.829
H 0.291 -5.050 -2.337
H 6.351 -0.800 -1.997
H -1.531 -3.135 5.797
H 5.360 2.267 2.406
H 4.443 1.420 -0.239
H -2.690 -1.389 0.548
H 4.368 0.399 -2.818
H 0.081 -0.249 -3.273
H 0.071 -4.797 2.496
H -3.664 0.070 -5.113
H -2.387 -5.044 -2.386
H -0.819 5.044 -3.496
H -4.589 2.964 2.929
H 6.461 0.106 -0.712
H 0.051 5.937 3.364
H -1.050 0.035 2.370
H -0.294 4.280 -0.092
H -1.177 -2.739 -4.815
H -2.471 -3.836 -1.619
H 5.523 -1.922 1.875
H -3.965 1.815 2.770
H 1.491 -2.259 2.780
H 5.734 -2.660 -0.939
H 4.902 -0.649 -3.925
H -2.983 -3.664 1.818
H -0.693 3.238 4.765
H -4.346 -4.166 1.108
H 2.096 -2.696 4.181
H -5.571 0.634 -2.762
H 2.242 2.572 1.422
H 2.849 2.993 5.241
H -3.315 5.100 -1.725
*
```



Record 2
ORCA calculation (wB97M-V/def2-TZVPD) on 40 unconnected molecules or ions with the total composition H80O40.

Summary:
- gap between HOMO and LUMO (eV) = 9.447
- HOMO (eV) = -10.11

```
! RIJCOSX wB97M-V def2-TZVPD def2/J DEFGRID3
* xyz 0 1
O 3.173 -0.375 -2.385
O -1.125 2.087 -1.017
O -0.650 3.016 5.191
O -3.066 -0.289 -2.577
O 2.000 3.340 4.152
O 1.126 -3.899 -4.367
O 0.593 4.351 -1.617
O -1.400 1.003 -4.232
O -2.118 -5.784 -1.493
O 0.026 -4.377 3.157
O -1.313 -2.345 -2.431
O 4.639 -3.079 2.267
O -3.121 -1.620 -0.557
O 1.420 -0.035 -5.575
O 0.691 0.700 4.245
O 4.310 2.499 2.319
O -5.165 -2.095 1.299
O 1.226 -4.807 -0.523
O 3.246 1.984 -0.505
O 0.696 5.970 0.214
O 2.667 -2.211 0.846
O 0.497 -0.545 -2.539
O 1.121 4.128 -4.457
O 1.990 -1.617 3.797
O 1.698 5.577 3.083
O -2.202 4.173 -2.428
O -6.924 0.145 -0.186
O -0.828 -3.655 0.504
O -4.462 -4.147 -3.258
O -2.542 1.860 1.933
O -3.379 0.271 4.942
O 3.399 1.597 -3.942
O 2.091 -0.029 1.124
O -3.147 4.802 0.716
O 5.468 1.665 -2.397
O 2.480 -4.691 4.232
O 4.263 -2.722 -1.696
O -1.497 -1.504 3.761
O -5.567 -3.368 -0.851
O 0.506 2.550 1.496
H 0.635 5.559 3.412
H -1.816 -5.564 -2.479
H -3.834 -0.364 4.349
H 3.870 -1.883 -1.678
H 1.969 3.834 -4.002
H -1.153 -4.413 0.059
H 1.089 1.712 1.267
H 3.608 2.136 2.880
H 1.075 3.155 -4.743
H 3.412 2.276 0.434
H -0.714 -4.124 1.399
H -5.400 -2.538 -1.329
H 2.480 -0.874 3.302
H -3.847 1.109 4.915
H -1.145 2.390 4.739
H 1.119 -1.214 3.632
H 0.305 4.047 -2.471
H 3.401 -2.240 1.494
H 2.627 -1.040 -2.008
H 4.104 2.094 -0.819
H -0.765 1.600 -1.707
H 0.866 -0.773 -5.316
H 4.872 0.902 -2.538
H 2.908 -2.680 0.096
H 2.451 1.227 -3.685
H -6.807 0.409 0.709
H 0.140 -3.442 2.955
H -2.285 0.629 -3.989
H -0.200 2.418 0.822
H 0.034 0.317 -2.559
H 0.837 0.432 -6.247
H 1.977 4.209 3.706
H 1.639 -4.908 3.806
H -2.679 0.262 -1.822
H 3.331 0.298 -1.735
H -2.025 5.001 -2.781
H 4.474 3.370 2.707
H -2.361 4.402 -1.564
H -1.294 -5.256 -1.218
H -5.136 -4.073 -1.436
H 1.540 5.584 -0.078
H -2.497 -1.482 3.804
H 0.315 5.266 -1.726
H -2.228 5.180 0.675
H -0.439 -4.068 4.015
H -3.576 -2.381 0.086
H 1.652 5.330 2.112
H 2.584 -3.765 4.271
H -0.151 -1.166 -2.904
H 1.686 3.532 5.051
H 0.365 5.055 0.291
H -2.121 -1.873 -2.704
H -2.721 -1.257 0.291
H -1.338 -0.553 3.909
H -1.609 2.732 -1.485
H -2.178 1.066 2.457
H 3.419 1.024 -4.861
H 1.570 0.613 3.737
H -1.330 1.921 -4.071
H 0.862 -0.034 4.873
H -3.825 -0.491 -2.026
H -0.275 3.653 4.707
H 1.844 -3.159 -4.422
H -4.613 -3.213 -3.402
H -6.549 0.931 -0.627
H -3.503 -4.168 -3.192
H -3.283 4.399 1.585
H 5.536 2.128 -3.331
H -1.655 2.019 1.558
H -4.526 -2.854 1.311
H -1.221 -2.002 -1.530
H 0.517 -3.449 -3.774
H 4.476 -3.975 2.724
H 1.532 -0.779 0.715
H -5.809 -2.398 0.632
H 5.198 -2.703 -1.580
H 0.929 -3.866 -0.350
H 2.332 0.353 0.223
H 0.965 -5.159 0.360
H 5.541 -2.913 1.876
*
```



Record 3
ORCA calculation (wB97M-V/def2-TZVPD) on 40 unconnected molecules or ions with the total composition H80O40.

Summary:
- gap between HOMO and LUMO (eV) = 9.887
- HOMO (eV) = -10.48

```
! RIJCOSX wB97M-V def2-TZVPD def2/J DEFGRID3
* xyz 0 1
O -0.348 4.171 -0.889
O 4.279 0.052 0.855
O 1.097 -0.099 3.527
O -0.429 -3.049 -3.940
O 1.144 1.899 1.708
O 1.560 -3.225 3.864
O -5.782 2.692 -0.889
O 0.023 -4.342 0.101
O 1.007 2.114 5.065
O -3.414 3.649 -1.331
O 5.221 1.024 -2.976
O 1.762 -2.707 1.270
O -1.489 1.988 0.287
O -5.919 -1.504 1.222
O 0.868 -0.160 0.401
O -1.383 -1.275 6.199
O 3.991 -4.304 -1.986
O -3.946 -4.745 2.700
O 2.534 4.560 -1.556
O -2.842 0.755 3.757
O 1.421 -1.097 -4.972
O 2.910 -0.643 -2.187
O 5.600 3.379 -1.216
O -4.917 -0.693 -3.627
O -1.882 4.670 -4.286
O -3.008 1.673 -4.053
O -4.107 2.423 1.067
O -1.873 -0.241 -2.134
O -0.472 -1.719 2.395
O -1.996 -2.700 -0.949
O 3.843 -4.041 2.971
O 2.464 5.407 1.206
O 0.674 1.407 -1.888
O -5.374 0.007 -1.144
O -3.077 -0.882 1.754
O 0.577 5.344 -3.756
O 5.458 -2.088 -1.314
O 3.614 -1.700 4.642
O 6.229 -1.134 2.565
O -3.115 -3.310 -3.936
H 5.875 -1.865 -2.153
H 4.996 -0.001 0.202
H -1.314 -3.378 -0.836
H 2.377 -3.723 3.635
H 0.600 1.710 2.467
H 3.306 4.012 -1.722
H -6.126 -2.360 0.810
H -2.177 -1.770 6.390
H 2.322 4.747 0.531
H -2.270 1.859 0.837
H 5.905 0.394 -3.210
H -5.759 3.639 -0.823
H 1.230 -3.688 4.645
H 4.843 -0.131 1.635
H 2.022 1.565 1.915
H 5.296 2.709 -0.590
H -0.714 -1.163 6.872
H 1.020 4.578 -4.125
H -0.784 -4.469 0.613
H 0.720 -4.231 0.790
H 5.391 2.922 -2.030
H -0.551 -2.641 2.516
H -4.148 -0.922 -3.073
H 6.080 -0.226 2.302
H 4.251 -3.563 3.697
H 0.972 2.043 -1.229
H 1.184 -2.406 1.994
H -3.992 -3.061 -4.244
H -2.730 3.600 -0.651
H 1.194 -1.908 -4.497
H 2.667 -1.773 4.386
H 1.036 1.152 4.877
H 0.556 -0.669 4.080
H -1.348 -1.453 2.068
H 0.299 2.411 4.484
H 2.804 -1.067 -1.325
H -1.629 -1.035 -1.638
H 1.096 5.359 -2.931
H -2.555 0.200 -1.622
H 0.305 0.631 -1.447
H -3.643 -1.128 1.027
H -2.582 -2.840 -4.595
H 2.685 0.264 -1.913
H 5.376 -1.458 2.882
H 4.105 -4.292 -1.039
H -1.065 -2.905 -3.230
H 1.171 -1.065 0.561
H -2.162 1.423 -3.662
H 2.585 -2.816 1.758
H -5.547 -0.147 -2.092
H 1.020 -0.408 -4.449
H -4.786 2.072 0.450
H -4.562 3.208 1.371
H -2.003 0.369 3.594
H 2.433 6.355 1.123
H -2.224 3.785 -4.213
H 0.690 0.057 2.668
H -0.087 -0.245 0.429
H -4.327 -0.238 -4.254
H 3.754 -0.772 4.412
H 3.249 -3.749 -2.222
H -0.629 2.161 0.677
H -5.701 0.811 -0.795
H 0.222 4.617 -1.497
H -3.485 -0.132 2.231
H -4.457 -4.140 2.154
H -0.953 4.856 -3.999
H -0.321 -3.982 -4.121
H 4.362 0.596 -2.995
H -2.966 1.873 -4.991
H 2.666 5.184 -0.840
H -5.007 2.418 -1.399
H -3.937 -4.244 3.524
H -3.099 4.088 -2.114
H -3.390 0.282 4.385
H 4.557 -1.850 -1.571
H -0.544 3.273 -1.184
H 4.006 -4.977 2.886
H -2.800 -2.784 -1.415
H -5.757 -1.110 0.332
*
```



Record 4
ORCA calculation (wB97M-V/def2-TZVPD) on 40 unconnected molecules or ions with the total composition H80O40.

Summary:
- gap between HOMO and LUMO (eV) = 9.423
- HOMO (eV) = -10.09

```
! RIJCOSX wB97M-V def2-TZVPD def2/J DEFGRID3
* xyz 0 1
O 2.725 -2.531 2.230
O -3.119 -1.365 1.825
O -3.017 2.486 4.387
O 0.123 -3.549 3.125
O 3.354 -2.730 -3.792
O -1.048 -0.570 2.685
O -0.049 -2.393 -5.496
O 0.550 0.550 -0.297
O 6.247 0.977 -0.864
O 1.829 3.439 5.176
O -5.792 -0.891 -2.310
O -2.877 5.015 2.569
O 3.459 1.380 1.812
O 0.946 -4.686 -0.356
O -1.837 -2.434 -3.389
O -1.931 -0.243 -1.618
O 1.513 -1.450 -2.164
O -1.343 4.186 -0.064
O -3.147 3.312 -3.839
O 5.173 -1.556 -0.987
O -1.421 1.914 -5.014
O -4.362 -4.175 -2.253
O -2.851 -4.548 1.715
O 4.998 -3.404 0.673
O 0.504 -3.959 -3.273
O 1.212 4.553 2.101
O 0.683 0.598 6.121
O -1.589 -2.364 -0.157
O -0.460 -0.101 -3.942
O 1.827 4.035 -0.564
O -4.459 1.053 2.871
O 4.426 3.297 -2.282
O -6.604 -0.729 1.333
O 1.030 2.161 2.626
O -0.535 6.846 -1.383
O 2.747 -5.783 1.432
O 3.682 0.664 -0.873
O 0.025 3.724 -3.418
O -1.376 1.686 1.373
O 0.611 -3.069 5.699
H -1.984 4.018 -0.744
H -1.391 0.424 2.546
H -1.844 1.091 -5.267
H -1.754 -3.294 -3.024
H -4.820 -0.887 -2.282
H 1.644 -5.215 0.229
H 1.425 4.020 0.246
H -4.324 1.488 2.009
H -4.514 -3.504 -3.043
H 4.505 3.434 -3.190
H 0.259 -4.505 2.539
H -3.643 4.498 2.443
H -5.877 -0.706 -3.229
H 5.609 -0.824 -0.440
H 3.060 -2.496 -2.944
H 3.534 -5.423 1.220
H 1.836 4.979 2.662
H -2.486 -1.791 1.287
H -2.063 2.572 -5.444
H 5.296 1.135 -1.066
H 4.117 -2.777 -4.000
H 2.360 -4.946 1.893
H -3.718 -4.009 1.455
H 0.845 3.047 2.217
H -0.775 -1.948 -0.062
H -2.585 -4.945 0.944
H 0.730 -0.917 -1.740
H -2.085 -1.067 -1.794
H -0.133 -0.771 -4.450
H -1.206 0.857 0.861
H 3.525 2.303 2.219
H 0.024 3.634 -2.422
H 2.760 0.360 -0.748
H 1.235 -3.874 -0.339
H 0.963 3.521 5.281
H 2.762 -2.136 3.057
H -0.303 6.224 -0.671
H 4.339 2.338 -2.227
H -2.702 -1.608 2.633
H -2.040 0.117 -2.447
H 5.526 -3.129 -0.039
H 4.834 -2.450 0.939
H 1.283 -2.475 5.893
H -5.964 -1.280 1.869
H 4.350 -1.060 -0.961
H 3.451 1.284 -0.108
H 6.667 0.346 -1.352
H -3.494 3.308 4.791
H 0.067 -2.894 -6.267
H -4.527 -3.610 -1.530
H -5.994 -0.880 0.623
H -0.752 4.212 -3.809
H -1.878 -2.831 -0.929
H 0.119 -0.033 6.384
H 0.649 1.311 -0.868
H -0.870 -3.700 3.312
H -0.273 0.868 -4.112
H -0.006 6.434 -2.120
H 2.559 4.539 -0.631
H -0.410 -0.390 3.436
H -4.349 0.127 2.570
H 0.816 -2.440 -5.065
H -0.928 2.311 0.956
H 1.542 1.554 1.947
H -0.170 0.219 -0.807
H 0.665 0.612 5.231
H -3.392 1.732 4.071
H 0.936 -3.756 5.141
H 0.400 -4.639 -2.424
H 0.456 5.197 1.866
H 2.160 -1.936 1.662
H 1.946 2.742 5.789
H -2.477 4.775 3.419
H -1.205 -2.166 -3.976
H 1.431 -3.931 -3.224
H -2.926 3.172 -2.908
H 4.252 0.880 1.667
H 1.147 -1.312 -3.030
H -4.172 3.147 -3.740
H -1.906 4.379 0.753
*
```